109
Properties=species:S:1:pos:R:3:forces:R:3:lowdin_charge:R:1 method="wB97M-V/def2-TZVPD" e_lumo_ev=3.48 largest_force_ev_per_a=0.729 charge=-2 e_tot_ev=-98978.131 homo_energy_ev=-1.178 relative_energy_kcal_mol=0.0
Pd -1.15430 0.19237 1.20622 -0.1 0.2 0.4 0.486
O -2.47814 -2.53224 -0.79866 0.1 -0.3 0.1 -0.538
S -2.08319 -3.66492 0.09816 -0.1 0.3 -0.1 0.926
C -1.62686 -5.05700 -1.00994 0.0 0.0 0.0 -0.278
C -0.33537 -4.93579 -1.76721 0.0 0.0 0.0 -0.279
C 0.02630 -3.73519 -2.37889 0.0 0.0 0.0 -0.042
C 1.27304 -3.58938 -2.96609 0.0 0.0 0.0 -0.066
C 2.15866 -4.65926 -2.99684 0.0 0.0 0.0 -0.093
C 1.79490 -5.86850 -2.42209 0.0 0.0 0.0 -0.107
C 0.56075 -5.99948 -1.79840 0.0 0.0 0.0 -0.077
C -0.43789 -3.31488 0.77085 0.0 0.0 0.0 -0.319
C -0.01064 -4.36940 1.74578 0.0 0.0 0.0 -0.250
C 1.12400 -5.13897 1.50298 0.0 0.0 0.0 -0.048
C 1.54441 -6.09078 2.42215 0.0 0.0 0.0 -0.095
C 0.83010 -6.28862 3.59559 0.0 0.0 0.0 -0.115
C -0.30266 -5.52280 3.84647 0.0 0.0 0.0 -0.088
C -0.72042 -4.56828 2.93127 0.0 0.0 0.0 -0.046
H -2.49184 -5.10829 -1.67560 0.0 0.0 0.0 0.089
H -1.62915 -5.94549 -0.37314 0.0 0.0 -0.1 0.084
H -0.64945 -2.89180 -2.31616 0.0 0.0 0.0 0.091
H 1.56686 -2.62119 -3.35013 0.0 0.0 0.0 0.099
H 3.13961 -4.53905 -3.43954 0.0 0.0 0.0 0.095
H 2.48676 -6.70292 -2.42786 0.0 0.0 0.0 0.090
H 0.30225 -6.92750 -1.29891 0.0 0.0 0.0 0.106
H -0.58505 -2.34059 1.24684 0.0 0.0 0.0 -0.002
H 0.26348 -3.18847 -0.05089 0.0 0.0 0.1 0.077
H 1.69186 -4.96638 0.59576 0.0 0.0 0.0 0.109
H 2.44261 -6.66608 2.22872 0.0 0.0 0.0 0.096
H 1.16503 -7.02167 4.32000 0.0 0.0 0.0 0.089
H -0.85214 -5.65519 4.77095 0.0 0.0 0.0 0.096
H -1.58009 -3.93841 3.13680 0.0 0.0 0.0 0.068
I 3.78258 -3.52544 5.60683 0.0 0.0 0.0 0.750
C 3.17164 -2.71316 3.76278 0.1 -0.1 0.1 -0.730
C 2.20299 -1.72406 3.74633 0.0 0.0 -0.1 -0.141
C 1.78932 -1.21485 2.51974 0.0 0.0 0.0 -0.026
C 2.33395 -1.69426 1.33229 -0.1 -0.2 0.0 -0.130
C 3.32327 -2.67033 1.38482 0.0 0.0 0.1 -0.041
C 3.74821 -3.19610 2.59809 0.0 0.1 -0.1 -0.176
C 1.81625 -1.21765 -0.03104 0.2 0.7 0.1 -0.672
O 2.54418 -1.45394 -1.01628 -0.1 -0.2 0.0 -0.029
O 0.73473 -0.57956 -0.01880 0.1 0.0 -0.2 -0.099
H 1.75553 -1.36634 4.66404 0.0 0.0 0.0 0.092
H 1.00681 -0.46231 2.48283 0.0 -0.1 0.0 0.074
H 3.73752 -3.01953 0.44675 0.0 0.0 0.0 0.112
H 4.50035 -3.97312 2.63373 0.0 0.0 0.0 0.082
N -1.28436 2.24476 0.53497 -0.1 -0.3 0.1 -0.267
P -0.54589 2.86637 -0.63174 0.3 0.2 0.1 0.533
N 1.11922 3.12860 -0.41667 0.0 0.0 0.1 -0.213
C 1.77870 2.62449 0.78876 0.0 0.0 -0.1 -0.218
C 3.04964 1.87461 0.41591 0.0 0.0 0.0 -0.179
C 4.06498 2.82091 -0.24091 0.0 0.0 0.0 -0.199
C 3.34136 3.90401 -1.06086 0.0 0.0 0.0 -0.192
C 1.98469 3.40649 -1.54721 0.0 0.1 0.0 -0.237
N -0.98158 4.47208 -1.06425 -0.2 0.0 -0.2 -0.229
C -0.49962 5.59155 -0.27871 0.0 0.0 0.0 -0.228
C -1.24262 5.73405 1.06196 0.0 0.0 0.0 -0.184
C -2.68355 5.22541 0.92318 0.0 0.0 0.0 -0.214
C -3.19666 5.47896 -0.49019 0.0 0.0 0.0 -0.193
C -2.36624 4.66406 -1.50095 0.1 0.0 0.1 -0.232
N -0.69065 2.14010 -2.16020 -0.1 -0.1 -0.1 -0.192
C -1.15426 0.75838 -2.24095 0.0 0.0 -0.2 -0.222
C -0.33554 -0.02676 -3.25856 0.0 0.0 0.0 -0.183
C -0.33686 0.65588 -4.62366 0.0 0.0 0.0 -0.215
C 0.10271 2.11034 -4.49296 0.0 0.0 0.0 -0.200
C -0.73483 2.82460 -3.43390 0.0 0.0 0.0 -0.253
H 1.07013 1.97886 1.30649 0.0 0.0 0.0 0.066
H 2.02926 3.45590 1.47036 0.0 0.0 0.0 0.108
H 2.78039 1.08169 -0.28225 0.0 0.0 0.0 0.094
H 3.47922 1.39201 1.29709 0.0 0.0 0.0 0.110
H 4.73673 2.24827 -0.88599 0.0 0.0 0.0 0.099
H 4.68919 3.29680 0.52259 0.0 0.0 0.0 0.094
H 3.95015 4.21520 -1.91508 0.0 0.0 0.0 0.098
H 3.17576 4.79404 -0.44565 0.0 0.0 0.0 0.100
H 2.12634 2.51883 -2.18241 0.0 0.0 0.0 0.109
H 1.51676 4.17283 -2.17460 0.0 0.0 0.0 0.102
H -0.63640 6.50445 -0.87619 0.0 0.0 0.0 0.107
H 0.57028 5.46738 -0.11273 0.0 0.0 0.0 0.094
H -1.22339 6.78451 1.37948 0.0 0.0 0.0 0.094
H -0.73024 5.14345 1.82467 0.0 0.0 0.0 0.098
H -3.33474 5.68866 1.66944 0.0 0.0 0.0 0.099
H -2.67000 4.14531 1.08848 0.0 0.0 0.0 0.066
H -3.13173 6.54929 -0.72451 0.0 0.0 0.0 0.096
H -4.24987 5.19849 -0.57756 0.0 0.0 0.0 0.099
H -2.38740 5.16397 -2.48207 0.0 0.0 0.0 0.100
H -2.82026 3.67853 -1.62630 0.0 0.0 0.0 0.101
H -2.21885 0.73627 -2.53437 0.0 0.0 0.0 0.120
H -1.07114 0.27011 -1.27380 0.0 0.1 0.0 0.053
H -0.75230 -1.03296 -3.34338 0.0 0.0 0.0 0.094
H 0.68265 -0.12966 -2.86982 0.0 0.0 0.0 0.108
H -1.35539 0.63080 -5.03427 0.0 0.0 0.0 0.104
H 0.30539 0.11938 -5.32989 0.0 0.0 0.0 0.097
H 0.00576 2.63484 -5.45072 0.0 0.0 0.0 0.098
H 1.15570 2.14989 -4.19747 0.0 0.0 0.0 0.096
H -1.77721 2.87108 -3.80436 0.0 0.0 0.0 0.111
H -0.40004 3.85209 -3.30132 0.0 0.0 0.0 0.091
C -4.45133 1.08567 0.54891 0.0 0.0 0.0 -0.158
N -4.01861 -0.02662 1.39585 0.2 0.1 0.0 -0.111
C -2.88404 0.26051 2.24002 0.1 0.0 -0.1 -0.977
S -2.08970 -1.14599 2.93429 -0.1 0.1 0.1 0.538
N -3.10354 1.47893 2.97941 0.1 -0.1 0.0 -0.117
C -2.12808 1.75046 4.02698 -0.1 0.0 -0.1 -0.197
H -5.16790 0.70129 -0.18103 0.0 0.0 0.0 0.065
H -3.61452 1.56568 0.02405 0.0 0.0 0.0 0.036
H -4.96050 1.83796 1.15566 0.0 0.0 0.0 0.059
H -3.73937 -0.80262 0.80579 0.0 -0.1 0.0 0.049
H -2.96960 2.20535 2.27642 0.0 0.0 0.0 0.044
H -2.20995 0.99915 4.81160 0.0 0.0 0.0 0.041
H -2.35028 2.73357 4.45152 0.0 0.0 0.0 0.062
H -1.09671 1.74429 3.65336 0.0 0.0 0.0 0.050